(a)
13
Properties=species:S:1:pos:R:3 method="wB97M-V/def2-TZVPD" lumo_energy_ev=1.04 homo_energy_ev=-9.43 smiles=CCN.O
C -0.0063 -1.3040 0.2108
C -0.5232 -1.9538 1.4899
N -1.5089 -2.9942 1.1734
H 0.6792 -1.9404 -0.3638
H -0.7328 -0.8804 -0.4719
H 0.7550 -0.5709 0.5184
H 0.3302 -2.3583 2.0347
H -0.9311 -1.1481 2.1033
H -2.1983 -3.0887 1.9016
H -2.0838 -2.6469 0.3999
O 2.4515 6.3849 -3.0859
H 1.6663 6.5876 -3.5886
H 2.1021 5.9132 -2.3217

(b)
13
Properties=species:S:1:pos:R:3 method="wB97M-V/def2-TZVPD" lumo_energy_ev=1.00 homo_energy_ev=-9.79 smiles=NCO.C
N 1.5808 -2.0164 -1.6217
C 0.5551 -1.2083 -2.2615
O -0.3885 -1.9713 -2.9951
H 1.9585 -2.7108 -2.2708
H 1.1283 -2.5749 -0.9088
H -0.0463 -0.9805 -1.3627
H 0.9521 -0.3347 -2.7689
H -0.6568 -1.6834 -3.8872
C -1.4710 4.5113 6.0399
H -1.3335 5.4500 6.5904
H -2.2318 3.9447 6.5680
H -0.5605 3.9357 5.9253
H -1.8427 4.9234 5.0974

(c)
13
Properties=species:S:1:pos:R:3 method="wB97M-V/def2-TZVPD" lumo_energy_ev=0.96 homo_energy_ev=-9.82 smiles=CCN.O
C -0.9605 -0.7406 -0.9095
C 0.5039 -0.7865 -0.7494
N 0.9565 -0.0520 0.4563
H -1.4266 -1.2476 -0.0479
H -1.2470 -1.2761 -1.8302
H -1.3516 0.2893 -0.9653
H 1.0205 -1.7604 -0.6496
H 0.9117 -0.2794 -1.6450
H 1.9698 0.0852 0.3725
H 0.8168 -0.6413 1.2845
O -0.6684 2.0454 1.8430
H -0.2513 2.9196 1.6696
H -0.2738 1.4446 1.1710

(d)
13
Properties=species:S:1:pos:R:3 method="wB97M-V/def2-TZVPD" lumo_energy_ev=1.09 homo_energy_ev=-10.30 smiles=[H][H].C1CO1.N
H -1.6091 -0.2118 -7.2223
H -1.9264 0.1897 -6.6989
C -0.2589 0.0777 0.6496
C -0.4410 -0.9888 -0.3320
O 0.1410 -1.2767 0.9301
H 0.4253 0.8793 0.3440
H -0.8953 0.4189 1.4580
H 0.2908 -0.9563 -1.1359
H -1.4623 -1.1890 -0.6359
N 1.1389 0.8677 3.2242
H 1.6593 0.4452 3.9930
H 1.7944 1.5884 2.9215
H 1.1433 0.1557 2.5044

Short version: (c), (a), (b), (d), most stable first.

(a)
13
Properties=species:S:1:pos:R:3 method="wB97M-V/def2-TZVPD" lumo_energy_ev=0.91 homo_energy_ev=-9.87 smiles=COC.N
C 0.3169 -1.0559 0.9992
O -0.3442 0.3336 1.2317
C 0.4725 1.4927 0.8984
H -0.2064 -1.7286 1.6942
H 1.3736 -0.6915 1.1744
H 0.0077 -1.2969 -0.0318
H -0.0008 2.4746 0.7842
H 0.9062 1.3752 -0.2387
H 1.4200 1.5977 1.5835
N -1.0316 -0.6267 -2.3533
H -1.8228 -0.6552 -1.7346
H -0.5053 -1.3845 -1.9285
H -0.5858 0.1655 -2.0788

(b)
13
Properties=species:S:1:pos:R:3 method="wB97M-V/def2-TZVPD" lumo_energy_ev=0.58 homo_energy_ev=-9.63 smiles=CCN.O
C 0.0000 0.0000 0.0000
C -0.0425 -1.0166 -1.1208
N 0.6168 -0.3188 -2.2387
H -0.5820 -0.3269 0.8781
H -0.3903 0.9748 -0.3377
H 1.0526 0.1285 0.3035
H 0.3845 -2.0319 -1.0103
H -1.0781 -1.1260 -1.4962
H 0.6005 -0.9831 -3.0204
H 1.6011 -0.2260 -1.9645
O 0.6337 -5.8781 -1.3069
H 0.3427 -5.1320 -1.8786
H 1.6055 -5.7547 -1.2137

Short version: (b), (a), most stable first.

(a)
6
Properties=species:S:1:pos:R:3 method="wB97M-V/def2-TZVPD" lumo_energy_ev=0.08 homo_energy_ev=-9.94
O 0.7948 -1.7307 0.4019
O -0.2383 0.6527 -0.3767
P 1.3040 -0.8235 -0.7371
Br 2.9414 0.2658 0.2052
H 1.0097 -1.4231 1.2841
H -0.3889 1.4267 -0.9008

(b)
6
Properties=species:S:1:pos:R:3 method="wB97M-V/def2-TZVPD" lumo_energy_ev="-1.93 / -2.47" homo_energy_ev="-8.46 / -8.01"
O 0.4670 1.0978 0.2779
O 0.1955 -1.2669 0.4091
P -0.2697 -0.0656 -0.5262
Br -3.8597 0.0093 0.0218
H 0.3656 1.9798 -0.0884
H -0.1849 -2.1253 0.2153

Short version: (a), (b), most stable first.

(a)
21
Properties=species:S:1:pos:R:3 method="wB97M-V/def2-TZVPD" lumo_energy_ev=0.56 homo_energy_ev=-9.86 smiles=CC(O)(O)[C@@](C)(O)CO
C 0.7484 1.9718 -0.3066
C 0.8438 0.5589 0.2625
O 0.9300 0.6895 1.6530
O 1.9835 -0.1095 -0.2435
C -0.4112 -0.3310 -0.2423
C -1.7483 0.3195 0.0742
O -0.3021 -0.5141 -1.6308
C -0.2663 -1.6768 0.4648
O -1.2326 -2.5945 -0.1054
H 1.6867 2.4972 -0.1339
H -0.0418 2.5154 0.1999
H 0.5434 1.9260 -1.3724
H 1.0890 -0.1749 2.0494
H 2.7634 0.4330 -0.0738
H -1.9480 1.1171 -0.6352
H -2.5338 -0.4275 -0.0108
H -1.7336 0.7150 1.0859
H 0.6146 -0.7595 -1.8186
H 0.7438 -2.0858 0.3248
H -0.5219 -1.6115 1.5233
H -1.2070 -2.4581 -1.0647

(b)
21
Properties=species:S:1:pos:R:3 method="wB97M-V/def2-TZVPD" lumo_energy_ev=0.37 homo_energy_ev=-10.16 smiles="C=CCCC(=O)O.O.O"
C 1.7410 -0.3645 0.5474
C 1.4863 0.1309 1.7540
C 0.4159 1.1668 1.9826
C -0.6083 1.4080 0.8750
C -1.3308 0.1044 0.4429
O -1.5043 -0.2500 -0.6805
O -1.8078 -0.5942 1.4972
H 1.5259 0.2169 -0.3357
H 2.3153 -1.2690 0.4205
H 1.7737 -0.3481 2.6809
H 0.8946 2.1483 2.1771
H -0.1643 1.0887 2.9047
H -0.1419 1.7662 -0.0527
H -1.3414 2.1828 1.1109
H -1.8691 -0.0778 2.2812
O 1.3825 -1.6537 -2.0785
H 1.3764 -0.9952 -2.7853
H 1.0190 -1.1552 -1.3411
O 0.0719 0.3948 -3.2497
H -0.3676 0.7893 -2.4860
H -0.4069 -0.3668 -3.6197

Short version: (a), (b), most stable first.

(a)
12
Properties=species:S:1:pos:R:3 method="wB97M-V/def2-TZVPD" lumo_energy_ev=-5.38 total_charge=+1 homo_energy_ev=-14.74
C -0.3188 -0.2605 0.5025
C -2.7099 0.0653 -0.2872
C 0.4033 -1.5092 -0.0008
N -1.6881 -0.5729 -0.0333
N 0.1612 0.8970 -0.0824
O -0.2407 -2.4218 -0.4620
S -4.0237 0.8716 -0.3088
H 1.5034 -1.6101 0.2273
H -0.3925 -0.2804 1.5558
H -1.5932 -1.6569 -0.2541
H -0.1745 1.6060 0.5190
H 0.8135 1.1174 -0.7661

(b)
12
Properties=species:S:1:pos:R:3 method="wB97M-V/def2-TZVPD" lumo_energy_ev=-6.74 total_charge=+1 homo_energy_ev=-14.17 smiles="O=[N+]1CCNC1=S"
O -0.3571 0.7346 2.3424
N -0.1749 0.3693 1.2344
C 0.9896 0.4506 0.4428
C 0.6528 -0.1818 -0.9108
N -0.7730 -0.4712 -0.9019
C -1.4799 -0.3366 0.1890
S -2.8928 -0.5540 0.8533
H 1.8264 -0.0380 0.9591
H 1.2961 1.5025 0.3369
H 0.8925 0.4989 -1.7330
H 1.2069 -1.1147 -1.0707
H -1.1864 -0.8595 -1.7415

(c)
12
Properties=species:S:1:pos:R:3 method="wB97M-V/def2-TZVPD" lumo_energy_ev=-4.50 total_charge=+1 homo_energy_ev=-12.96 smiles="S=C[C@@H]1NC=[NH+]O1"
S 3.2757 0.2485 0.0836
C 1.9416 -0.6183 0.1759
C 0.5351 -0.1451 -0.4509
N -0.3046 1.1050 -0.1490
C -1.4802 0.7159 0.2771
N -1.5900 -0.5798 0.2613
O -0.4095 -1.1798 -0.1549
H 1.8488 -1.6095 0.5940
H 0.7339 -0.1253 -1.5359
H 0.0785 2.0385 -0.1390
H -2.2787 1.3709 0.5899
H -2.3505 -1.2210 0.4478

Short version: (a), (c), (b), most stable first.

(a)
11
Properties=species:S:1:pos:R:3 method="wB97M-V/def2-TZVPD" lumo_energy_ev="-0.18 / -0.18" homo_energy_ev="-7.66 / -7.66"
C 0.5933 0.8317 1.2584
C -1.3995 -0.7418 -1.4537
C 0.9752 0.2943 -0.0942
N -0.0831 -0.0171 1.9747
N 0.3459 -0.9965 -0.2677
O -1.5205 0.3053 -1.9064
S -0.3363 -1.4895 1.2311
H 0.8021 1.8080 1.4533
H -2.2751 -1.2662 -1.1708
H 0.8592 1.0780 -0.8321
H 2.0390 0.1937 -0.1927

(b)
11
Properties=species:S:1:pos:R:3 method="wB97M-V/def2-TZVPD" lumo_energy_ev=-1.38 homo_energy_ev=-9.88
C 2.2172 2.0524 0.0625
C 2.3944 0.6363 0.2983
C -0.0817 -0.1070 -0.0900
N 1.8900 3.1421 -0.0285
N 0.9683 -0.1934 0.8653
O 3.2931 -1.6780 -0.1437
S 3.5670 -0.2725 -0.3960
H -0.5925 0.9034 0.0684
H 0.3537 -0.3058 -1.1573
H -0.8281 -0.8099 0.3850
H 1.3312 -1.1084 0.9773

Short version: (b), (a), most stable first.